#A
A 2-piece molecular cluster, CH5NOS2 overall, computed with ωB97M-V with the def2-TZVPD basis set.

Values from the calculation:
2S+1 = 1
E_LUMO = 0.5 eV
SMILES string = NC=O.SS
HOMO = -9.47 eV

Structure (XYZ):
```
10
CH5NOS2, DFT ωB97M-V with the def2-TZVPD basis set
C 1.15525 -1.00185 1.52499
N 2.20523 -1.34160 2.44166
O 0.96242 -1.60240 0.51373
H 0.54387 -0.12536 1.81998
H 2.76272 -0.50060 2.59295
H 1.81606 -1.53725 3.36291
S -0.19744 0.74226 -1.74174
S -1.83580 1.24375 -0.58908
H 0.09027 -0.42522 -1.14413
H -2.78728 0.76788 -1.40512
```

Atom charges from the Löwdin analysis, given in e for atoms 1 to 4:
1 C -0.367
2 N 0.045
3 O 0.045
4 H 0.125

=====

#B
A 2-piece molecular cluster, CH5NOS2 overall, computed with ωB97M-V with the def2-TZVPD basis set.

Values from the calculation:
2S+1 = 1
E_LUMO = 0.3 eV
SMILES string = NC=O.SS
HOMO = -9.60 eV

Structure (XYZ):
```
10
CH5NOS2, DFT ωB97M-V with the def2-TZVPD basis set
C 1.19564 -0.74931 -1.06195
N 0.51561 0.38929 -1.37909
O 0.75275 -1.65231 -0.33290
H 2.18006 -0.78973 -1.56120
H -0.34578 0.55790 -0.88886
H 1.00983 1.17819 -1.82779
S -0.47409 0.26027 2.52305
S -1.83595 1.07285 1.16481
H -0.06500 -0.75642 1.70358
H -2.93305 0.48927 1.66035
```

Atom charges from the Löwdin analysis, given in e for atoms 1 to 4:
1 C -0.389
2 N 0.110
3 O -0.045
4 H 0.124

=====

Energetically preferred structure: #B | next structure: +18.5 kcal/mol

=====

#A
One molecule with the formula C6H4O, computed with ωB97M-V with the def2-TZVPD basis set.

Values from the calculation:
2S+1 = 1
E_LUMO = -1.2 eV
HOMO = -10.31 eV

Structure (XYZ):
```
11
C6H4O, DFT ωB97M-V with the def2-TZVPD basis set
C 0.80231 -1.22387 -1.33515
C -0.22210 1.02853 -1.99961
C -0.01768 0.35862 -0.90223
C -0.13020 0.18116 0.53957
O 0.34366 -0.86157 0.94976
C -0.73163 1.06977 1.50536
C -1.20536 1.70974 2.40741
H -0.03342 -1.92002 -1.44399
H 1.55524 -1.72020 -0.66878
H 1.27520 -0.91551 -2.24260
H -1.63602 2.29335 3.19027
```

Atom charges from the Löwdin analysis, given in e for atoms 1 to 4:
1 C 0.031
2 C 0.226
3 C -0.251
4 C -0.441

=====

#B
C6H4O as an isolated structure, computed with ωB97M-V with the def2-TZVPD basis set.

Values from the calculation:
2S+1 = 1
E_LUMO = 1.0 eV
HOMO = -8.31 eV

Structure (XYZ):
```
11
C6H4O, DFT ωB97M-V with the def2-TZVPD basis set
C 1.63047 0.60332 -0.51689
C 1.39695 -0.50604 0.10841
C 0.57022 -0.99287 1.10574
C 0.33803 0.73021 0.26694
C -0.98619 0.39614 -0.31703
C -1.33974 -0.88222 -0.13891
O -0.55872 -1.67086 0.64800
H 2.38384 1.21686 -0.97366
H 0.40889 1.37285 1.14317
H -1.61585 1.11762 -0.82084
H -2.22792 -1.38503 -0.50496
```

Atom charges from the Löwdin analysis, given in e for atoms 1 to 4:
1 C 0.054
2 C -0.066
3 C -0.022
4 C -0.199

=====

Energetically preferred structure: #B | next structure: +28.3 kcal/mol

=====

#A
One molecule with the formula C6H4O, computed with ωB97M-V with the def2-TZVPD basis set.

Values from the calculation:
2S+1 = 1
E_LUMO = 0.9 eV
SMILES string = C#CC#C[C@H]1CO1
HOMO = -9.46 eV

Structure (XYZ):
```
11
C6H4O, DFT ωB97M-V with the def2-TZVPD basis set
C -0.63485 -2.21994 3.03107
C -0.29249 -1.55062 2.08805
C 0.08539 -0.78879 0.99852
C 0.39326 -0.13830 0.02818
C 0.75291 0.63477 -1.14282
C -0.25616 1.46247 -1.81960
O 0.74485 2.04992 -1.01167
H -0.94417 -2.81858 3.85992
H 1.58192 0.23940 -1.72932
H -1.26545 1.49216 -1.41125
H -0.16521 1.63750 -2.89108
```

Atom charges from the Löwdin analysis, given in e for atoms 1 to 4:
1 C 0.129
2 C -0.149
3 C -0.034
4 C 0.067

=====

#B
One molecule with the formula C6H4O, computed with ωB97M-V with the def2-TZVPD basis set.

Values from the calculation:
2S+1 = 1
E_LUMO = -0.3 eV
SMILES string = C#CC(=O)C#CC
HOMO = -10.24 eV

Structure (XYZ):
```
11
C6H4O, DFT ωB97M-V with the def2-TZVPD basis set
C 2.05034 -0.72650 1.03700
C 0.74246 -0.81857 0.39963
C -0.35053 -0.80321 -0.11213
C -1.64932 -0.50399 -0.68681
O -2.52333 -1.31248 -0.91020
C -1.78855 0.92731 -0.94861
C -1.81745 2.11929 -1.11915
H 2.26690 -1.59940 1.65734
H 2.07256 0.16732 1.66811
H 2.83771 -0.62661 0.28363
H -1.84079 3.17684 -1.26881
```

Atom charges from the Löwdin analysis, given in e for atoms 1 to 4:
1 C -0.086
2 C -0.041
3 C 0.057
4 C -0.448

=====

Energetically preferred structure: #B | next structure: +20.0 kcal/mol

=====

#A
One molecule with the formula C6H4O, computed with ωB97M-V with the def2-TZVPD basis set.

Values from the calculation:
2S+1 = 1
E_LUMO = 0.4 eV
SMILES string = C#C/C=C(\O)C#C
HOMO = -8.67 eV

Structure (XYZ):
```
11
C6H4O, DFT ωB97M-V with the def2-TZVPD basis set
C 3.07933 -0.06616 0.01763
C 1.89153 -0.24288 -0.02138
C 0.47917 -0.41292 -0.06639
C -0.34955 0.62875 0.07731
C -1.73171 0.40915 0.03123
C -2.93589 0.30698 0.02251
O 0.05856 -1.67953 -0.27022
H 4.13580 0.06754 0.04731
H -0.02712 1.65052 0.24267
H -3.68639 1.02678 0.23311
H -0.91372 -1.68823 -0.31377
```

Atom charges from the Löwdin analysis, given in e for atoms 1 to 4:
1 C 0.154
2 C -0.056
3 C -0.371
4 C -0.063

=====

#B
One molecule with the formula C6H4O, computed with ωB97M-V with the def2-TZVPD basis set.

Values from the calculation:
2S+1 = 1
E_LUMO = -0.2 eV
SMILES string = C#CC(=O)C#CC
HOMO = -10.23 eV

Structure (XYZ):
```
11
C6H4O, DFT ωB97M-V with the def2-TZVPD basis set
C -2.01166 -0.44375 -1.06367
C -1.03635 0.38418 -0.37023
C -0.16119 0.97295 0.21567
C 1.07779 1.32000 0.88560
O 1.37074 2.40629 1.33123
C 1.94225 0.14081 0.94056
C 2.53157 -0.90927 0.91146
H -2.93104 0.09674 -1.29407
H -2.25191 -1.30584 -0.43474
H -1.57886 -0.81883 -1.99614
H 3.04865 -1.84328 0.87431
```

Atom charges from the Löwdin analysis, given in e for atoms 1 to 4:
1 C -0.084
2 C -0.043
3 C 0.056
4 C -0.448

=====

#C
One molecule with the formula C6H4O, computed with ωB97M-V with the def2-TZVPD basis set.

Values from the calculation:
2S+1 = 1
E_LUMO = 0.9 eV
SMILES string = C#CC#C[C@H]1CO1
HOMO = -9.44 eV

Structure (XYZ):
```
11
C6H4O, DFT ωB97M-V with the def2-TZVPD basis set
C 3.56112 -0.50504 0.59554
C 2.49635 -0.00073 0.33920
C 1.22220 0.46865 0.09375
C 0.06083 0.75128 -0.07857
C -1.38390 0.79292 -0.16285
C -2.06219 -0.47701 -0.46398
O -2.04627 0.04472 0.85033
H 4.48145 -0.98705 0.84022
H -1.86027 1.73632 -0.42062
H -1.43738 -1.35428 -0.63583
H -3.03194 -0.46979 -0.95719
```

Atom charges from the Löwdin analysis, given in e for atoms 1 to 4:
1 C 0.131
2 C -0.147
3 C -0.034
4 C 0.063

=====

Energetically preferred structure: #B | next structure: +17.2 kcal/mol

=====

#A
One molecule with the formula C6H4O, computed with ωB97M-V with the def2-TZVPD basis set.

Values from the calculation:
2S+1 = 1
E_LUMO = -0.2 eV
SMILES string = C#CC(=O)C#CC
HOMO = -10.21 eV

Structure (XYZ):
```
11
C6H4O, DFT ωB97M-V with the def2-TZVPD basis set
C -2.30171 -0.17508 -0.88310
C -1.03855 0.36226 -0.39821
C -0.03858 0.65365 0.20460
C 1.15985 0.92252 0.97186
O 1.25726 1.83766 1.74899
C 2.24656 -0.01246 0.71440
C 3.05709 -0.87368 0.55080
H -2.64719 0.26329 -1.82813
H -3.05118 0.01045 -0.09844
H -2.15207 -1.25249 -1.02156
H 3.75151 -1.68221 0.48425
```

Atom charges from the Löwdin analysis, given in e for atoms 1 to 4:
1 C -0.088
2 C -0.048
3 C 0.057
4 C -0.456

=====

#B
C6H4O as an isolated structure, computed with ωB97M-V with the def2-TZVPD basis set.

Values from the calculation:
2S+1 = 1
E_LUMO = 0.7 eV
HOMO = -9.50 eV

Structure (XYZ):
```
11
C6H4O, DFT ωB97M-V with the def2-TZVPD basis set
C 3.18912 -0.55938 -0.15442
C 1.93433 -0.39796 -0.07782
C 0.53344 -0.21222 0.11210
C -0.16810 0.87303 0.53194
C -1.54167 0.55285 0.32869
C -1.55565 -0.69561 -0.20957
O -0.30574 -1.17666 -0.35393
H 2.38872 0.01179 -1.10533
H 0.26624 1.78926 0.90828
H -2.39652 1.17187 0.55476
H -2.34416 -1.35698 -0.53471
```

Atom charges from the Löwdin analysis, given in e for atoms 1 to 4:
1 C 0.113
2 C -0.156
3 C -0.309
4 C -0.004

=====

#C
One molecule with the formula C6H4O, computed with ωB97M-V with the def2-TZVPD basis set.

Values from the calculation:
2S+1 = 1
E_LUMO = 0.1 eV
SMILES string = C#CC(=O)C#CC
HOMO = -10.30 eV

Structure (XYZ):
```
11
C6H4O, DFT ωB97M-V with the def2-TZVPD basis set
C 1.20646 0.31295 -1.58559
C 1.35136 -0.63665 -0.50589
C 0.99814 -1.12631 0.54539
C -0.07814 -0.74628 1.43756
O -0.30042 -1.09776 2.56343
C -1.06784 0.26576 0.75771
C -2.22353 0.59896 0.91701
H 2.06222 0.98308 -1.68850
H 0.31429 0.85427 -1.19145
H 0.95200 -0.14818 -2.54168
H -3.21452 0.74018 1.29201
```

Atom charges from the Löwdin analysis, given in e for atoms 1 to 4:
1 C -0.066
2 C -0.059
3 C 0.036
4 C -0.428

=====

#D
C6H4O as an isolated structure, computed with ωB97M-V with the def2-TZVPD basis set.

Values from the calculation:
2S+1 = 1
E_LUMO = 0.5 eV
HOMO = -9.39 eV

Structure (XYZ):
```
11
C6H4O, DFT ωB97M-V with the def2-TZVPD basis set
C 3.13931 0.23730 0.28045
C 1.88920 0.10507 0.38813
C 0.46933 0.02797 0.34856
C -0.48876 0.97457 0.13916
C -1.65867 0.26737 -0.25775
C -1.32038 -1.05026 -0.24669
O -0.04376 -1.21909 0.13706
H 2.52321 -0.27559 -0.66998
H -0.34819 2.04321 0.22796
H -2.59879 0.69051 -0.57690
H -1.84369 -1.95726 -0.50806
```

Atom charges from the Löwdin analysis, given in e for atoms 1 to 4:
1 C 0.065
2 C -0.108
3 C -0.302
4 C 0.002

=====

Energetically preferred structure: #A | next structure: +9.5 kcal/mol